48
Properties=species:S:1:pos:R:3:forces:R:3 method="wB97M-V/def2-TZVPD" gap_ev=7.88
In 1.692990 3.192110 0.051878 -0.1 0.0 0.0
Se 3.432814 1.695653 -0.989639 0.1 0.2 0.1
Se 5.102387 2.908078 0.197049 -0.1 -0.1 -0.3
Se 4.340706 2.636583 2.347842 -0.1 0.0 0.2
Se 2.410567 4.006232 2.355533 0.1 -0.1 -0.1
N -0.551140 2.831215 0.417527 0.0 0.2 0.0
C -1.299786 3.779336 -0.440630 -0.1 -0.1 0.0
C -0.445102 4.950918 -0.942855 0.2 -0.2 -0.4
O -0.983718 5.980548 -1.271130 0.1 -0.1 0.1
O 0.822216 4.660801 -1.105643 -0.1 0.3 0.1
H -0.903962 1.887294 0.320881 0.0 -0.1 -0.1
H -0.662499 3.064596 1.400915 0.0 0.0 0.0
H -2.196879 4.160729 0.039959 0.0 0.0 0.1
H -1.604250 3.244452 -1.343323 0.0 0.0 0.1
C 1.815813 -4.874843 -1.419191 0.0 0.0 0.0
C 1.714542 -3.998173 -2.491680 0.0 0.0 0.0
C 1.353047 -2.677111 -2.274356 0.0 0.0 0.0
C 1.076213 -2.226805 -0.985523 0.1 0.0 0.0
C 1.181524 -3.106361 0.085711 0.0 0.0 0.0
C 1.551489 -4.427872 -0.132995 0.0 0.0 0.0
As 0.553796 -0.362272 -0.803184 -0.1 0.0 0.0
C -1.351438 -0.555812 -1.181126 -0.1 0.0 0.0
C -2.109530 -1.646316 -0.755562 0.0 0.0 -0.1
C -3.460226 -1.718066 -1.056583 0.0 0.0 0.0
C -4.069068 -0.702340 -1.787278 0.0 0.0 0.0
C -3.321984 0.377803 -2.228901 0.0 0.0 0.0
C -1.964261 0.445258 -1.929551 0.0 0.0 0.0
C 0.488977 -0.218539 1.146515 0.0 0.0 0.1
C -0.689632 -0.174907 1.890554 0.0 0.0 0.0
C -0.648518 0.006071 3.267499 0.0 0.0 0.0
C 0.569408 0.142072 3.917423 0.0 0.0 0.0
C 1.748208 0.094029 3.187481 0.0 0.0 0.0
C 1.709928 -0.079506 1.811411 -0.1 0.0 0.0
H 2.106497 -5.903847 -1.586631 0.0 0.0 0.0
H 1.927166 -4.340226 -3.496466 0.0 0.0 0.0
H 1.290320 -1.991884 -3.112306 0.0 0.0 0.0
H 0.980343 -2.764144 1.092953 0.0 0.0 0.0
H 1.635704 -5.107600 0.705436 0.0 0.0 0.0
H -1.635781 -2.445395 -0.196552 0.0 0.0 0.0
H -4.042105 -2.569220 -0.726222 0.0 0.0 0.0
H -5.124470 -0.762747 -2.020281 0.0 0.0 0.0
H -3.787849 1.161382 -2.812806 0.0 0.0 0.0
H -1.368329 1.273283 -2.300916 0.0 0.0 0.0
H -1.649602 -0.289633 1.401469 0.0 0.0 0.0
H -1.572468 0.041028 3.831449 0.0 0.0 0.0
H 0.598578 0.289416 4.989432 0.0 0.0 0.0
H 2.703450 0.209474 3.682764 0.0 0.0 0.0
H 2.635919 -0.094741 1.249666 0.0 0.0 0.0